# 1
ORCA calculation (ωB97M-V/def2-TZVPD) on 9 unconnected molecules or ions with the total composition C18H54O9 at a distorted geometry.

Structure (ORCA input):
```
! wB97M-V def2-TZVPD RIJCOSX def2/J DEFGRID3
* xyz 1 2
C -0.3663 1.1021 -0.9791
C 0.2361 -0.0752 -0.1566
O 0.3273 0.3979 1.1750
H -0.3964 0.7010 -1.9922
H 0.2428 2.0047 -0.9307
H -1.3591 1.3748 -0.6212
H 1.2369 -0.2975 -0.5269
H -0.3756 -0.9766 -0.1954
H -0.5534 0.5919 1.5040
C -1.1628 -2.5450 2.5358
C -1.6811 -3.5384 1.4690
O -0.5843 -4.2598 0.9911
H -0.4699 -1.8017 2.1414
H -0.7016 -3.1028 3.3507
H -1.9995 -1.9774 2.9431
H -2.2245 -3.0524 0.6587
H -2.3239 -4.2943 1.9201
H -0.8981 -4.5068 0.1181
C -3.6004 4.4026 -1.0485
C -4.1268 4.8465 0.3128
O -5.4410 4.3588 0.4028
H -3.5149 3.3166 -1.0872
H -2.6253 4.8484 -1.2451
H -4.2908 4.6863 -1.8427
H -4.1759 5.9323 0.3951
H -3.4817 4.3924 1.0649
H -5.7179 4.3832 1.3217
C 2.4304 3.2585 1.5419
C 3.2324 2.0260 1.1328
O 2.9119 0.9572 1.9103
H 1.3586 3.0608 1.5320
H 2.6476 4.1060 0.8918
H 2.5810 3.5338 2.5858
H 4.2959 2.2639 1.1584
H 2.9648 1.8163 0.0972
H 1.9659 0.7975 1.8755
C 2.7170 -3.5913 2.3843
C 2.5620 -2.5112 1.3484
O 1.8132 -3.0484 0.2543
H 3.2243 -3.2378 3.2819
H 3.2655 -4.4449 1.9860
H 1.7678 -3.9752 2.7580
H 3.5529 -2.1783 1.0397
H 1.9902 -1.6604 1.7189
H 0.9254 -3.2689 0.5453
C 4.5897 -0.3720 -1.1573
C 4.6980 -0.0137 -2.6032
O 5.8038 -0.6787 -3.1006
H 5.3630 0.1555 -0.5988
H 4.6629 -1.4495 -1.0098
H 3.5957 -0.0624 -0.8345
H 4.8796 1.0574 -2.6924
H 3.7876 -0.3013 -3.1291
H 5.5771 -1.6113 -3.1240
C -3.4431 0.6797 -3.1153
C -3.9059 0.4742 -1.6498
O -3.3371 -0.6919 -1.1998
H -4.0721 0.0455 -3.7401
H -2.3651 0.5337 -3.1841
H -3.5847 1.7055 -3.4557
H -4.9942 0.4983 -1.5951
H -3.5975 1.2364 -0.9342
H -3.5072 -0.7330 -0.2559
C 0.9849 -3.8798 -3.1216
C 2.0108 -2.7577 -3.1570
O 3.0478 -3.0954 -2.3097
H 0.0685 -3.5414 -3.6050
H 0.7152 -4.0732 -2.0833
H 1.4194 -4.7612 -3.5931
H 1.6110 -1.8007 -2.8217
H 2.4075 -2.5146 -4.1428
H 2.6704 -3.0652 -1.4275
C -1.7244 2.7339 3.0101
C -2.8850 1.8240 2.5758
O -2.2824 0.7370 2.0061
H -2.0814 3.5689 3.6130
H -1.2035 3.1610 2.1532
H -0.9556 2.2303 3.5961
H -3.5274 2.2739 1.8189
H -3.6006 1.5345 3.3454
H -3.0043 0.1381 1.8020
*
```

Calculated values
* ΔE to the lowest compared entry with this formula, charge and spin: 1.078 eV

***

# 2
ORCA calculation (ωB97M-V/def2-TZVPD) on 9 unconnected molecules or ions with the total composition C18H54O9 at a distorted geometry.

Structure (ORCA input):
```
! wB97M-V def2-TZVPD RIJCOSX def2/J DEFGRID3
* xyz 1 2
C -2.0800 -2.8849 2.0567
C -2.8606 -1.8427 1.1420
O -3.3868 -0.7542 1.8512
H -1.5548 -3.6312 1.4607
H -2.6887 -3.4799 2.7377
H -1.2991 -2.4256 2.6627
H -3.6621 -2.3957 0.6522
H -2.1680 -1.5764 0.3435
H -4.3030 -0.9448 2.0651
C -3.9723 1.5452 -0.9941
C -4.3700 2.4363 -2.1995
O -3.3406 2.3773 -3.2079
H -3.1059 2.0069 -0.5206
H -3.7712 0.5023 -1.2391
H -4.7196 1.4822 -0.2030
H -4.4897 3.4546 -1.8296
H -5.3093 2.0648 -2.6090
H -3.3590 1.5530 -3.6998
C 0.1917 2.9952 -2.9855
C -0.3603 4.1994 -3.7258
O -1.4953 4.6750 -3.0410
H 0.9588 2.4233 -3.5076
H -0.5347 2.2284 -2.7162
H 0.7815 3.3420 -2.1370
H -0.5980 3.8875 -4.7428
H 0.3878 4.9759 -3.8853
H -2.1509 3.9760 -3.0980
C 1.9616 -4.4618 -2.2637
C 2.0950 -3.6653 -0.9541
O 0.8426 -3.2297 -0.4319
H 2.9362 -4.6182 -2.7259
H 1.3290 -3.9150 -2.9630
H 1.4635 -5.4202 -2.1167
H 2.7735 -2.8123 -0.9687
H 2.4835 -4.3666 -0.2156
H 1.0479 -2.8185 0.4110
C -0.0424 0.6412 0.0716
C 1.2120 0.9104 0.9130
O 0.9953 0.2351 2.1648
H 0.0216 -0.3731 -0.3221
H -0.0927 1.2680 -0.8187
H -0.9248 0.7478 0.7026
H 1.2815 1.9768 1.1276
H 2.1227 0.5475 0.4365
H 0.1767 0.5897 2.5193
C 4.3313 2.0752 2.5660
C 4.8692 2.2552 1.1705
O 5.7708 3.3465 1.1504
H 3.5328 1.3362 2.6320
H 3.8873 2.9845 2.9712
H 5.1401 1.7320 3.2111
H 4.0983 2.4262 0.4191
H 5.4357 1.3626 0.9052
H 5.3572 4.1683 1.4248
C 2.4208 -4.3294 2.9720
C 2.0948 -2.8685 3.2505
O 2.3681 -2.0966 2.0939
H 2.1682 -4.8540 3.8934
H 3.4768 -4.5061 2.7682
H 1.7479 -4.7316 2.2146
H 2.6506 -2.5178 4.1201
H 1.0256 -2.8410 3.4606
H 1.9589 -1.2353 2.2051
C -2.6020 2.6467 2.3405
C -2.2302 1.8674 3.5930
O -1.5471 0.6799 3.2368
H -3.2532 2.0551 1.6971
H -1.7364 2.9941 1.7766
H -3.1245 3.5460 2.6667
H -3.1467 1.6267 4.1317
H -1.6170 2.5213 4.2131
H -2.1776 0.1105 2.7898
C 0.8585 -0.7566 -3.6438
C -0.5396 -1.3423 -3.3083
O -1.1592 -1.8597 -4.5107
H 1.2985 -0.1838 -2.8275
H 0.9186 -0.1111 -4.5201
H 1.5149 -1.5626 -3.9718
H -1.1871 -0.6384 -2.7855
H -0.4787 -2.2089 -2.6498
H -0.5482 -2.5166 -4.8524
*
```

Calculated values
* ΔE to the lowest compared entry with this formula, charge and spin: 1.085 eV

***

# 3
ORCA calculation (ωB97M-V/def2-TZVPD) on 8 unconnected molecules or ions with the total composition C18H55N5O12 at a distorted geometry.

Structure (ORCA input):
```
! wB97M-V def2-TZVPD RIJCOSX def2/J DEFGRID3
* xyz 0 1
N 11.3200 20.3691 -9.0811
H 10.8211 21.1810 -8.6588
H 11.6102 20.5693 -10.0462
H 10.5941 19.6125 -9.1111
H 12.1253 20.1493 -8.5037
N 8.2849 17.9305 -9.4113
O 9.0984 18.8013 -8.8727
O 8.6028 17.4210 -10.5060
O 7.2211 17.6086 -8.8592
C 13.5007 19.1180 -6.7045
C 14.6241 19.7226 -7.5165
O 14.1020 20.5496 -8.5827
O 12.6649 18.3348 -7.5568
H 12.9395 19.9500 -6.2476
H 13.9716 18.5577 -5.8899
H 15.1354 18.8726 -7.9915
H 15.3190 20.3302 -6.9365
H 14.8122 20.7238 -9.2051
H 11.8926 18.1016 -7.0197
C 12.3504 17.6561 -13.1071
C 12.8747 18.8990 -12.4531
O 12.7502 18.8556 -11.0376
O 10.9473 17.5808 -13.0121
H 12.8363 16.7990 -12.6150
H 12.6806 17.6204 -14.1459
H 12.3857 19.8130 -12.8007
H 13.9166 19.1322 -12.7472
H 13.1506 18.0291 -10.6970
H 10.6987 17.7723 -12.0959
C 11.3599 23.9942 -5.9712
C 11.7637 23.2213 -7.2133
O 10.6388 22.9098 -8.0495
O 11.1005 25.3629 -6.2537
H 12.0836 23.8937 -5.1701
H 10.3932 23.5871 -5.6496
H 12.3098 22.3256 -6.9245
H 12.4212 23.8842 -7.7914
H 10.2356 23.7515 -8.2993
H 10.2894 25.4182 -6.7712
C 10.9120 23.5215 -11.2703
C 9.7492 22.5270 -11.2439
C 8.6088 23.0035 -12.1125
O 8.2144 24.2985 -11.6490
C 7.1708 24.8557 -12.4034
N 10.2342 21.1876 -11.6789
H 10.6293 24.4104 -10.7102
H 11.1540 23.7760 -12.3060
H 11.8027 23.0823 -10.8185
H 9.3407 22.5217 -10.2282
H 7.7287 22.3474 -12.0027
H 8.8590 23.0610 -13.1861
H 7.3663 24.8492 -13.4862
H 7.0251 25.8918 -12.0971
H 6.2066 24.3463 -12.2433
H 10.4787 21.3264 -12.6655
H 9.4356 20.5474 -11.7566
C 6.0434 20.8991 -8.5938
C 6.6787 21.0549 -7.2081
C 5.9510 22.0272 -6.3032
O 5.6995 23.2277 -6.9984
C 5.0204 24.1558 -6.1802
N 6.5898 19.7403 -6.5255
H 5.1113 20.3491 -8.5254
H 6.7833 20.3806 -9.2025
H 5.9149 21.8992 -9.0135
H 7.7312 21.3195 -7.2930
H 6.5327 22.2782 -5.3988
H 5.0289 21.5589 -5.9342
H 5.6891 24.5099 -5.3844
H 4.2081 23.6215 -5.6684
H 4.6151 24.9403 -6.8052
H 7.2337 19.6688 -5.7425
H 6.8520 18.9954 -7.1698
C 10.9333 15.8202 -9.5212
C 12.3036 15.1773 -9.5177
C 12.5274 14.3335 -10.7536
O 11.5420 13.3121 -10.8456
C 11.9348 12.1286 -10.1883
N 13.3241 16.2645 -9.4746
H 10.1586 15.0680 -9.4018
H 10.7285 16.3834 -10.4307
H 10.8514 16.5477 -8.7102
H 12.3873 14.5631 -8.6099
H 13.5574 13.9832 -10.9072
H 12.3162 14.9295 -11.6498
H 12.2884 12.3068 -9.1674
H 12.7935 11.6866 -10.7249
H 11.1349 11.3976 -10.2356
H 14.1779 15.8850 -9.0689
H 13.0729 17.0572 -8.8820
*
```

Calculated values
* ΔE to the lowest compared entry with this formula, charge and spin: 0.501 eV